(1)
108
Properties=species:S:1:pos:R:3 method="wB97M-V/def2-TZVPD" smiles="CCC[C@@H](C)[C@@H]1OC(=O)O[C@]1(CCC(F)=C(F)F)/C(Br)=C(/C)Br.CO.CO.CO.CO.CO.CO.CO.CO.CO.CO.CO" gap_ev=9.3 lumo_energy_ev=-0.27 spin_multiplicity=1
C 6.910 0.664 -1.370
C 5.672 -0.183 -2.023
C 4.303 0.570 -1.698
C 2.996 -0.165 -2.333
C 2.866 -1.632 -1.715
C 1.683 0.748 -2.225
O 1.835 1.616 -1.054
C 1.047 0.907 -0.067
O 1.161 1.304 1.097
O 0.304 -0.164 -0.626
C 0.242 0.094 -2.046
C -0.720 1.353 -2.441
C -2.281 1.057 -2.221
C -2.722 1.085 -0.691
F -1.909 1.771 0.239
C -3.891 0.494 -0.201
F -4.180 0.441 1.188
F -4.847 -0.115 -1.044
C -0.137 -1.052 -3.065
Br 0.775 -1.003 -4.848
C -1.048 -2.098 -2.857
C -1.372 -3.273 -3.917
Br -2.052 -2.191 -1.153
H 7.553 -0.067 -0.759
H 7.531 1.129 -2.211
H 6.425 1.408 -0.663
H 5.754 -1.229 -1.555
H 5.794 -0.333 -3.149
H 4.307 1.616 -2.184
H 4.187 0.644 -0.558
H 3.240 -0.247 -3.458
H 3.862 -2.208 -1.754
H 2.115 -2.309 -2.262
H 2.609 -1.573 -0.596
H 1.743 1.370 -3.189
H -0.470 2.293 -1.844
H -0.576 1.621 -3.543
H -2.840 1.933 -2.723
H -2.639 0.120 -2.776
H -1.589 -4.198 -3.263
H -2.331 -3.067 -4.506
H -0.479 -3.543 -4.560
C 10.276 2.998 -2.701
O 9.340 2.041 -3.175
H 9.796 3.610 -1.936
H 11.139 2.487 -2.267
H 10.599 3.639 -3.526
H 9.788 1.515 -3.848
C -5.661 -1.895 2.337
O -6.512 -2.783 3.046
H -4.679 -2.358 2.232
H -6.076 -1.700 1.344
H -5.560 -0.958 2.890
H -7.372 -2.352 3.126
C -0.876 4.254 2.733
O 0.154 4.327 1.757
H -0.732 5.058 3.456
H -1.851 4.371 2.252
H -0.828 3.292 3.248
H 0.004 3.605 1.131
C -5.928 3.093 3.555
O -6.877 2.145 3.092
H -6.391 3.710 4.326
H -5.065 2.572 3.980
H -5.609 3.729 2.725
H -6.442 1.614 2.413
C 8.597 2.555 1.497
O 8.326 1.209 1.133
H 8.523 3.180 0.607
H 7.867 2.892 2.236
H 9.607 2.630 1.909
H 8.397 0.677 1.936
C 2.280 -3.489 2.093
O 1.853 -3.380 0.742
H 3.344 -3.258 2.147
H 1.724 -2.781 2.712
H 2.112 -4.508 2.448
H 0.911 -3.589 0.727
C -2.468 -5.684 0.583
O -1.222 -5.014 0.747
H -2.287 -6.655 0.122
H -2.939 -5.829 1.557
H -3.121 -5.094 -0.063
H -1.412 -4.160 1.155
C -6.679 -6.462 0.386
O -5.439 -5.790 0.551
H -6.495 -7.432 -0.075
H -7.151 -6.609 1.361
H -7.335 -5.873 -0.260
H -5.629 -4.936 0.960
C -0.963 7.450 -0.217
O -1.214 6.103 -0.585
H -1.038 8.077 -1.105
H -1.703 7.777 0.518
H 0.042 7.536 0.203
H -1.142 5.570 0.219
C -6.110 4.390 -0.234
O -5.146 4.737 -1.218
H -7.066 4.210 -0.724
H -5.793 3.483 0.289
H -6.215 5.214 0.477
H -4.311 4.892 -0.760
C -0.856 -5.208 4.388
O 0.179 -5.633 3.514
H -0.527 -5.351 5.417
H -1.070 -4.149 4.221
H -1.756 -5.802 4.211
H -0.138 -5.496 2.610

(2)
136
Properties=species:S:1:pos:R:3 method="wB97M-V/def2-TZVPD" de_lowest_kcal_mol=15.8 gap_ev="6.9 / 5.3" lumo_energy_ev="-2.39 / -3.99" spin_multiplicity=3 charge=+1
Au -1.200 0.199 -0.065
N -1.071 0.945 1.956
S -1.086 0.201 3.226
N 0.287 -0.681 3.610
S 1.707 -0.130 3.400
N 2.102 0.631 2.105
S 1.891 0.050 0.583
N 0.691 -0.695 0.189
C 3.334 -0.985 0.381
C 3.150 -2.285 -0.051
C 4.250 -3.130 -0.115
C 5.507 -2.658 0.233
C 5.677 -1.344 0.658
C 4.584 -0.499 0.744
C 2.283 1.546 -0.299
C 1.794 2.759 0.163
C 2.080 3.910 -0.555
C 2.840 3.833 -1.716
C 3.294 2.606 -2.181
C 3.013 1.448 -1.474
C 2.727 -1.555 3.679
C 4.016 -1.382 4.161
C 4.821 -2.498 4.320
C 4.340 -3.758 3.986
C 3.047 -3.912 3.502
C 2.228 -2.806 3.346
C 2.183 1.030 4.658
C 2.792 2.227 4.309
C 3.073 3.146 5.308
C 2.737 2.862 6.624
C 2.133 1.654 6.957
C 1.851 0.727 5.971
C -2.312 -1.026 3.607
C -2.028 -2.036 4.523
C -3.021 -2.947 4.843
C -4.275 -2.839 4.252
C -4.539 -1.827 3.339
C -3.556 -0.908 3.012
C -1.145 1.358 4.592
C -1.677 1.011 5.823
C -1.719 1.970 6.823
C -1.222 3.243 6.588
C -0.679 3.571 5.353
C -0.640 2.624 4.344
H 2.154 -2.611 -0.328
H 4.123 -4.158 -0.432
H 6.364 -3.317 0.179
H 6.662 -0.982 0.924
H 4.691 0.527 1.076
H 1.207 2.789 1.073
H 1.709 4.866 -0.212
H 3.069 4.737 -2.266
H 3.870 2.548 -3.096
H 3.359 0.482 -1.822
H 4.381 -0.392 4.408
H 5.824 -2.386 4.709
H 4.979 -4.623 4.101
H 2.672 -4.895 3.251
H 1.217 -2.898 2.973
H 3.025 2.418 3.271
H 3.551 4.083 5.058
H 2.945 3.588 7.399
H 1.883 1.437 7.987
H 1.375 -0.219 6.204
H -1.041 -2.104 4.957
H -2.821 -3.734 5.559
H -5.051 -3.551 4.504
H -5.514 -1.755 2.877
H -3.740 -0.125 2.287
H -2.071 0.019 5.995
H -2.157 1.729 7.783
H -1.266 3.989 7.372
H -0.306 4.571 5.171
H -0.251 2.848 3.359
C -0.825 -3.455 1.201
C -1.874 -2.995 0.179
C -3.126 -3.895 0.301
C -1.304 -3.152 -1.236
O -2.327 -1.708 0.430
H -0.367 -4.393 0.881
H -1.280 -3.593 2.184
H -0.063 -2.681 1.267
H -2.842 -4.927 0.101
H -3.881 -3.571 -0.417
H -3.541 -3.813 1.305
H -1.072 -4.198 -1.442
H -0.393 -2.556 -1.327
H -2.028 -2.802 -1.971
C -2.769 -1.636 -4.570
C -1.656 -1.228 -5.548
C -2.206 -1.267 -6.986
C -0.545 -2.283 -5.432
Si -0.994 0.530 -5.185
Br -0.620 0.394 -2.549
C -2.248 1.963 -5.380
C -3.667 1.502 -5.019
C -2.240 2.438 -6.844
C -1.921 3.156 -4.465
C 0.814 0.910 -5.700
C 1.831 -0.032 -5.029
C 0.958 0.776 -7.226
C 1.198 2.340 -5.286
H -3.057 -2.672 -4.772
H -3.659 -1.018 -4.667
H -2.419 -1.569 -3.541
H -2.474 -2.295 -7.242
H -1.465 -0.925 -7.715
H -3.101 -0.652 -7.097
H -0.979 -3.270 -5.613
H -0.099 -2.280 -4.434
H 0.236 -2.130 -6.178
H -4.031 0.728 -5.695
H -4.349 2.353 -5.099
H -3.711 1.134 -3.992
H -2.447 1.622 -7.542
H -1.282 2.888 -7.117
H -3.014 3.199 -6.977
H -1.862 2.845 -3.420
H -2.721 3.896 -4.557
H -0.985 3.643 -4.733
H 1.695 -1.070 -5.321
H 1.754 0.033 -3.942
H 2.838 0.271 -5.332
H 0.758 -0.244 -7.564
H 1.984 1.026 -7.512
H 0.288 1.451 -7.764
H 1.040 2.489 -4.215
H 0.633 3.090 -5.841
H 2.258 2.499 -5.504
N -2.888 1.417 -0.336
C -3.646 1.955 0.364
C -4.542 2.650 1.150
C -5.625 3.360 0.565
N -6.505 3.944 0.101
C -4.407 2.648 2.559
N -4.333 2.633 3.713

(3)
64
Properties=species:S:1:pos:R:3 method="wB97M-V/def2-TZVPD" smiles="C[N+](=O)[O-].C[N+](=O)[O-].C[N+](=O)[O-].C[N+](=O)[O-].C[N+](=O)[O-].C[N+](=O)[O-].C[N+](=O)[O-].ClCCl.ClCCl.ClCCl" de_lowest_kcal_mol=25.3 gap_ev=9.9 lumo_energy_ev=-0.32 spin_multiplicity=1
C -1.487 -0.034 -4.292
N -0.827 -1.173 -3.613
O -0.478 -1.001 -2.465
O -0.588 -2.140 -4.293
H -2.018 -0.436 -5.149
H -0.711 0.673 -4.584
H -2.186 0.486 -3.648
C -3.050 3.066 -1.614
N -1.831 3.636 -2.247
O -0.903 3.918 -1.525
O -1.855 3.849 -3.444
H -3.921 3.530 -2.063
H -2.999 3.272 -0.552
H -3.032 1.990 -1.770
C 2.350 -0.773 -2.624
N 1.329 0.117 -3.222
O 0.771 0.913 -2.510
O 1.144 0.020 -4.418
H 2.554 -1.657 -3.224
H 1.926 -1.174 -1.707
H 3.275 -0.215 -2.518
C 2.502 -3.857 2.545
N 2.524 -2.468 3.064
O 2.806 -2.293 4.234
O 2.082 -1.622 2.315
H 2.558 -3.836 1.459
H 1.550 -4.256 2.884
H 3.352 -4.454 2.862
C -3.281 -1.902 0.237
N -3.327 -1.377 -1.154
O -3.819 -2.056 -2.027
O -2.852 -0.271 -1.323
H -2.419 -2.547 0.346
H -4.236 -2.401 0.401
H -3.306 -1.078 0.944
C -0.132 0.471 0.680
N -1.367 0.788 1.455
O -2.083 1.680 1.069
O -1.633 0.017 2.356
H 0.139 1.312 0.039
H -0.217 -0.404 0.045
H 0.724 0.410 1.348
C 1.075 -0.090 5.255
N 1.781 0.792 4.301
O 2.867 1.236 4.618
O 1.257 0.946 3.212
H 0.440 0.437 5.963
H 1.878 -0.505 5.860
H 0.554 -0.874 4.723
Cl 1.071 -2.979 -0.535
C -0.114 -4.001 -1.425
Cl 0.652 -5.570 -1.775
H -1.011 -4.052 -0.823
H -0.325 -3.539 -2.382
Cl 0.374 3.935 1.800
C -1.113 4.693 1.153
Cl -1.297 6.302 1.780
H -1.091 4.729 0.068
H -1.957 4.052 1.393
Cl 3.969 -0.047 0.465
C 3.489 1.562 1.023
Cl 4.142 2.816 -0.040
H 2.415 1.694 1.065
H 3.916 1.742 2.003

(4)
10
Properties=species:S:1:pos:R:3 method="wB97M-V/def2-TZVPD" de_lowest_kcal_mol=130.1 gap_ev=8.4 lumo_energy_ev=-0.92 spin_multiplicity=1
C -2.254 0.353 -0.655
C -1.189 0.241 0.130
C 1.105 -0.734 0.517
C 2.178 -0.159 0.067
F 0.799 -1.720 1.316
F 3.376 -0.552 0.299
F 2.195 0.871 -0.781
H -3.108 1.156 -0.327
H -2.215 -0.217 -1.579
H -0.888 0.761 1.013

(5)
6
Properties=species:S:1:pos:R:3 method="wB97M-V/def2-TZVPD" de_lowest_kcal_mol=11.4 gap_ev=8.2 lumo_energy_ev=3.97 spin_multiplicity=1 charge=-1
C -0.718 -1.412 -0.137
C 0.253 2.002 0.033
O -1.130 -1.721 -1.218
O -0.739 -1.469 1.040
O 1.001 2.748 0.531
Br 1.333 -0.149 -0.248

(6)
9
Properties=species:S:1:pos:R:3 method="wB97M-V/def2-TZVPD" de_lowest_kcal_mol=58.7 gap_ev="6.0 / 7.3" lumo_energy_ev="-5.58 / -5.43" spin_multiplicity=4 charge=+1
C 0.912 -0.489 -0.504
C -0.041 0.646 -0.773
H 0.400 1.633 -0.536
H 1.971 -0.242 -0.663
H -0.517 0.778 -1.760
O -0.644 -0.714 2.168
C -0.189 0.250 1.489
O -1.018 0.375 0.281
Pr -0.874 -2.236 0.298

(7)
10
Properties=species:S:1:pos:R:3 method="wB97M-V/def2-TZVPD" smiles="C=CPC(=O)[O-]" de_lowest_kcal_mol=27.4 gap_ev=7.3 lumo_energy_ev=4.43 spin_multiplicity=1 charge=-1
C 0.204 -1.146 -0.916
C 0.855 0.022 -0.430
P 0.808 0.783 1.134
C -1.256 0.472 1.089
O -1.372 -0.483 1.779
O -1.860 1.097 0.307
H 0.229 -1.407 -2.030
H -0.436 -1.793 -0.379
H 1.445 0.493 -1.191
H 1.383 1.963 0.638

(8)
74
Properties=species:S:1:pos:R:3 method="wB97M-V/def2-TZVPD" de_lowest_kcal_mol=39.3 gap_ev="8.1 / 6.8" lumo_energy_ev="0.38 / -0.83" spin_multiplicity=2
Cu 12.048 11.575 9.021
Cl 13.758 13.722 15.539
C 13.096 13.451 13.932
C 13.182 12.211 13.359
C 12.763 12.122 12.041
Cl 12.937 10.519 11.319
C 12.389 13.219 11.282
O 12.144 13.169 10.017
C 12.225 14.476 11.987
Cl 11.582 15.823 11.273
C 12.683 14.591 13.282
H 13.557 11.369 13.845
H 12.731 15.501 13.882
C 10.427 6.010 8.094
C 11.603 6.913 8.543
C 12.665 6.473 9.307
C 13.739 7.345 9.489
C 14.890 6.870 10.423
C 13.789 8.621 8.936
C 12.709 9.104 8.191
C 11.594 8.227 8.030
N 12.718 10.402 7.736
C 12.858 10.648 6.289
C 13.404 12.058 6.066
C 11.491 10.480 5.536
C 13.895 9.767 5.708
H 10.030 5.418 8.917
H 10.667 5.200 7.394
H 9.593 6.543 7.573
H 12.630 5.487 9.741
H 15.231 7.643 11.157
H 15.748 6.541 9.857
H 14.444 5.942 10.905
H 14.731 9.127 9.039
H 10.774 8.618 7.426
H 12.767 12.836 6.460
H 13.601 12.342 5.020
H 14.311 12.086 6.651
H 10.822 11.333 5.795
H 11.031 9.472 5.703
H 11.706 10.658 4.426
H 14.788 9.826 6.310
H 14.189 9.847 4.678
H 13.624 8.733 5.768
O 9.978 11.648 9.300
S 9.305 12.991 9.349
C 7.677 12.478 8.689
C 7.918 11.990 7.321
C 7.530 12.731 6.213
C 7.608 12.207 4.905
C 8.153 10.982 4.706
C 8.367 10.160 5.793
C 8.248 10.652 7.115
C 8.954 13.175 11.221
C 8.255 11.982 11.794
C 6.878 11.983 12.042
C 6.127 10.833 12.234
C 6.848 9.626 12.154
C 8.232 9.609 11.948
C 8.961 10.787 11.795
H 6.912 13.275 8.652
H 7.399 11.657 9.360
H 7.107 13.698 6.486
H 7.386 12.925 4.106
H 8.404 10.714 3.696
H 8.670 9.083 5.656
H 8.461 10.012 7.973
H 8.353 14.081 11.412
H 9.981 13.353 11.554
H 6.369 12.899 12.011
H 5.068 10.910 12.285
H 6.313 8.722 12.456
H 8.801 8.641 12.011
H 10.030 10.703 11.615

(9)
63
Properties=species:S:1:pos:R:3 method="wB97M-V/def2-TZVPD" de_lowest_kcal_mol=0.0 gap_ev="5.6 / 5.8" lumo_energy_ev="-8.57 / -8.37" spin_multiplicity=2 charge=+2
Tc 0.602 -1.538 -0.347
O 0.954 -2.450 -4.236
C 0.702 -2.472 -3.079
N 1.440 -1.827 -2.027
C 2.857 -1.601 -2.104
O 3.482 -1.447 -3.098
C 3.444 -1.666 -0.722
C 4.788 -1.616 -0.468
C 5.208 -1.758 0.852
C 4.270 -1.935 1.859
C 2.928 -1.962 1.534
N 2.534 -1.834 0.257
C -0.407 -3.274 -2.456
C -1.232 -4.104 -3.165
C -2.164 -4.860 -2.458
C -2.227 -4.758 -1.076
C -1.370 -3.892 -0.426
N -0.471 -3.165 -1.113
H 5.474 -1.479 -1.294
H 6.264 -1.733 1.091
H 4.567 -2.047 2.893
H 2.157 -2.074 2.286
H -1.129 -4.155 -4.242
H -2.833 -5.529 -2.985
H -2.932 -5.340 -0.499
H -1.383 -3.779 0.650
C -2.503 2.464 -1.317
C -1.426 1.366 -1.268
C -2.105 0.008 -1.408
C -0.409 1.535 -2.409
Si -0.595 1.455 0.425
O 0.434 0.029 0.372
C 0.486 2.881 0.758
C 1.226 2.837 1.953
C 2.118 3.845 2.279
C 2.284 4.923 1.418
C 1.547 4.997 0.243
C 0.658 3.985 -0.087
C -1.744 1.089 1.811
C -2.001 -0.219 2.239
C -2.845 -0.477 3.309
C -3.446 0.583 3.975
C -3.209 1.887 3.568
C -2.361 2.139 2.498
H -2.983 2.485 -2.300
H -2.075 3.453 -1.145
H -3.284 2.299 -0.571
H -2.531 -0.132 -2.405
H -2.882 -0.171 -0.663
H -1.389 -0.852 -1.318
H -0.902 1.397 -3.378
H 0.406 0.808 -2.363
H 0.047 2.522 -2.418
H 1.083 2.015 2.650
H 2.672 3.803 3.208
H 2.983 5.711 1.667
H 1.663 5.848 -0.415
H 0.088 4.077 -1.003
H -1.538 -1.065 1.732
H -3.037 -1.494 3.627
H -4.098 0.390 4.817
H -3.679 2.711 4.089
H -2.177 3.166 2.200

(10)
20
Properties=species:S:1:pos:R:3 method="wB97M-V/def2-TZVPD" gap_ev="4.6 / 5.3" lumo_energy_ev="-16.47 / -15.82" spin_multiplicity=2 charge=+3
O 1.116 -1.156 -1.956
P -0.296 -0.748 -1.345
O -0.818 0.493 -2.267
O -1.207 -1.972 -1.418
C -0.153 -0.075 0.352
S -1.802 -0.061 1.281
O -1.809 -1.176 2.138
O -1.884 1.233 1.819
F -2.772 -0.293 0.093
C 1.019 -0.700 1.116
O 1.308 0.272 2.113
S 1.348 1.691 1.325
O 0.871 2.668 2.196
O 2.493 1.843 0.510
O 0.156 1.269 0.153
H -0.110 1.159 -2.249
H -2.013 -1.908 -1.973
H 1.867 -0.613 0.426
H 0.926 -1.735 1.420
Ce 1.761 -0.192 -3.734

no.,calculated total energy (Eh)
1,-7529.05428
2,-6825.25891
3,-4594.31375
4,-453.55895
5,-2876.03960
6,-783.15698
7,-608.53749
8,-4864.19256
9,-1842.97847
10,-2467.23167